Entry 1:
{"formula": "C4H5LaO2", "method": "the ωB97M-V functional and the def2-TZVPD basis", "species": ["H", "O", "La", "O", "C", "C", "C", "C", "H", "H", "H", "H"], "xyz": [[0.498, -0.477, 3.197], [0.700, -0.937, 2.376], [-0.420, -2.954, 1.414], [-1.435, 1.359, -2.629], [-1.159, 0.734, -1.630], [0.233, 0.326, -1.234], [0.252, -0.431, 0.058], [0.735, 0.056, 1.178], [-1.964, 0.413, -0.928], [0.887, 1.214, -1.244], [0.575, -0.343, -2.048], [1.098, 1.040, 1.490]], "forces_ev_per_a": [[0.1, 0.3, 0.1], [-0.1, 0.3, -1.0], [0.7, 2.2, -0.8], [0.4, -0.6, 0.9], [-0.8, 0.6, -0.8], [0.4, -0.4, -0.3], [-0.1, -1.5, 1.1], [-0.6, -0.7, 0.5], [0.0, 0.1, -0.1], [-0.2, -0.2, 0.0], [0.0, 0.4, 0.3], [0.1, -0.5, 0.1]], "total_charge": 1, "homo_lumo_gap_ha": [0.20964, 0.25654], "e_lumo_ev": [-5.151, -5.161], "energy_ev": -9172.213, "multiplicity": 2, "relative_energy_kj_mol": 48.5}


Entry 2:
{"formula": "C15H17NTc", "method": "the ωB97M-V functional and the def2-TZVPD basis", "species": ["C", "C", "C", "C", "C", "Tc", "C", "C", "C", "N", "H", "H", "H", "H", "H", "H", "H", "H", "H", "H", "C", "C", "C", "C", "C", "C", "C", "H", "H", "H", "H", "H", "H", "H"], "xyz": [[-2.623, 0.877, -0.776], [-1.923, 0.900, -2.029], [-0.706, 1.630, -1.852], [-0.666, 2.094, -0.494], [-1.842, 1.620, 0.177], [-0.714, -0.093, -0.558], [-0.947, -1.627, -1.941], [-1.898, -2.275, -0.941], [-2.785, -3.272, -1.276], [-1.748, -1.653, 0.223], [0.044, 1.795, -2.617], [-2.260, 0.443, -2.950], [0.117, 2.692, -0.042], [-2.109, 1.781, 1.215], [-3.577, 0.400, -0.582], [-1.441, -1.467, -2.907], [-2.180, -1.932, 1.098], [-0.068, -2.266, -2.089], [-2.809, -3.577, -2.318], [-3.460, -3.687, -0.535], [1.396, -0.168, -0.543], [1.968, 0.303, 0.747], [3.108, 1.124, 0.766], [3.661, 1.536, 1.975], [3.091, 1.134, 3.190], [1.953, 0.321, 3.178], [1.403, -0.107, 1.971], [1.816, 0.378, -1.396], [1.592, -1.244, -0.679], [3.536, 1.441, -0.188], [4.541, 2.178, 1.972], [3.537, 1.445, 4.135], [1.484, 0.021, 4.115], [0.513, -0.745, 1.951]], "forces_ev_per_a": [[-0.7, 1.4, -0.6], [-1.0, 1.1, -0.1], [-0.5, 1.1, -0.1], [-0.5, 0.7, -0.1], [-0.3, 0.9, -0.5], [1.6, -3.2, 0.8], [-0.3, -0.9, -0.3], [-1.8, -2.6, -2.0], [1.0, 1.3, 0.1], [1.5, 0.9, 2.1], [-0.1, 0.0, 0.2], [0.1, 0.1, 0.3], [-0.1, -0.3, -0.1], [0.2, 0.0, -0.2], [0.3, 0.0, -0.1], [0.3, -0.1, 0.3], [-0.1, -0.1, -0.6], [0.0, 0.3, 0.2], [-0.1, -0.2, 0.3], [0.0, -0.1, -0.2], [0.2, -0.7, 0.1], [0.4, -0.1, 0.3], [-0.4, 0.0, 0.2], [-0.1, -0.1, 0.2], [0.0, 0.0, -0.3], [0.1, 0.0, -0.1], [0.3, 0.4, -0.1], [0.0, -0.2, 0.1], [0.2, 0.3, 0.0], [0.0, -0.1, 0.3], [-0.2, -0.2, 0.0], [-0.2, 0.0, -0.3], [0.2, 0.0, -0.2], [0.3, 0.1, 0.1]], "homo_lumo_gap_ha": [0.27976, 0.23303], "e_lumo_ev": [0.814, -0.853], "energy_ev": -19515.426, "multiplicity": 4, "relative_energy_kj_mol": 0.0}


Entry 3:
{"formula": "C16H30N2OP2SZr", "method": "the ωB97M-V functional and the def2-TZVPD basis", "species": ["Zr", "P", "P", "N", "H", "C", "H", "H", "H", "C", "H", "H", "H", "C", "H", "H", "H", "C", "H", "H", "H", "C", "H", "H", "H", "C", "H", "H", "H", "C", "C", "C", "C", "C", "C", "H", "H", "H", "H", "H", "C", "O", "C", "H", "H", "H", "C", "H", "H", "H", "S", "C", "N"], "xyz": [[0.155, -0.168, 0.445], [2.903, 0.034, 0.062], [-2.632, 0.241, 0.457], [-0.212, 0.684, -1.278], [1.504, 1.018, -0.043], [3.338, -1.543, -0.740], [4.420, -1.691, -0.651], [3.100, -1.534, -1.806], [2.867, -2.429, -0.298], [3.896, -0.082, 1.556], [4.935, -0.098, 1.191], [3.680, -0.995, 2.132], [3.732, 0.763, 2.231], [3.582, 1.256, -1.089], [4.675, 1.273, -1.048], [3.187, 2.262, -0.884], [3.259, 0.991, -2.105], [-3.720, -1.008, -0.319], [-4.774, -0.810, -0.071], [-3.443, -2.009, 0.031], [-3.591, -0.975, -1.408], [-3.460, 0.446, 2.070], [-4.518, 0.695, 1.907], [-2.974, 1.243, 2.644], [-3.383, -0.484, 2.645], [-3.232, 1.743, -0.413], [-4.306, 1.887, -0.223], [-3.053, 1.646, -1.489], [-2.680, 2.622, -0.062], [-0.124, 1.482, -2.340], [0.019, 1.924, -4.761], [-0.003, 1.027, -3.700], [-0.055, 2.905, -2.170], [-0.033, 3.767, -3.252], [-0.010, 3.314, -4.567], [0.055, 1.555, -5.788], [0.060, -0.047, -3.882], [-0.035, 3.292, -1.143], [-0.039, 4.844, -3.076], [0.014, 4.011, -5.412], [-0.479, -3.369, 1.319], [-0.340, -2.220, 0.702], [0.434, -4.497, 0.928], [0.986, -4.765, 1.829], [1.159, -4.153, 0.176], [-0.107, -5.404, 0.572], [-1.115, -3.369, 2.677], [-2.038, -3.988, 2.723], [-1.322, -2.345, 3.000], [-0.374, -3.789, 3.358], [0.130, 2.406, 4.684], [-0.006, 1.540, 3.355], [-0.030, 0.899, 2.327]], "forces_ev_per_a": [[-0.3, 3.1, -2.5], [-2.6, -2.6, -0.1], [-0.2, 0.2, 0.0], [0.4, -2.0, 1.5], [-0.6, 1.4, 0.9], [1.4, -0.6, -0.5], [0.3, -0.2, -0.3], [-0.1, 0.1, 0.1], [-0.1, 0.6, 0.1], [0.7, 0.5, 0.3], [0.0, 0.0, 0.5], [0.0, 0.2, -0.5], [0.1, 0.0, -0.2], [0.3, 0.3, -0.1], [0.0, 0.0, -0.1], [0.1, -0.4, 0.1], [0.0, 0.0, 0.3], [-0.1, -0.2, -0.1], [0.3, -0.1, -0.1], [-0.1, 0.1, -0.1], [0.0, 0.0, 0.2], [-0.2, 0.0, 0.1], [0.2, -0.1, 0.2], [-0.1, -0.1, -0.1], [-0.1, 0.2, 0.0], [0.2, 0.1, 0.0], [0.3, -0.1, -0.1], [0.0, 0.0, 0.2], [-0.1, -0.1, -0.1], [0.6, 1.4, -1.3], [0.0, 0.3, -0.3], [-0.3, 0.1, 0.6], [-0.3, -0.5, 0.1], [0.0, 0.5, -0.1], [0.0, -0.5, 0.1], [0.1, -0.1, 0.3], [-0.1, 0.3, 0.1], [-0.1, -0.2, -0.4], [0.1, -0.2, 0.1], [-0.1, -0.3, 0.4], [1.7, 4.1, -1.2], [-0.4, -5.1, 2.3], [-0.6, -0.2, -0.7], [0.0, -0.2, 0.0], [-0.4, -0.2, 0.1], [0.4, 0.6, 0.2], [-0.6, -0.1, -0.3], [0.6, 0.3, 0.0], [-0.1, -0.2, -0.2], [-0.1, -0.2, 0.1], [-0.2, 0.0, 0.2], [0.3, -1.5, -2.6], [0.0, 1.4, 2.6]], "homo_lumo_gap_ha": [0.16832, 0.16932], "e_lumo_ev": [-1.054, -1.034], "energy_ev": -52798.333}


Entry 4:
{"formula": "C2HClN2", "method": "the ωB97M-V functional and the def2-TZVPD basis", "species": ["C", "C", "Cl", "H", "N", "N"], "xyz": [[-1.123, -0.464, 0.121], [-0.286, -1.311, -0.032], [0.747, -2.557, -0.054], [-1.659, 0.488, 0.232], [1.682, 1.758, -0.187], [0.639, 2.086, -0.081]], "forces_ev_per_a": [[-0.1, 1.3, 0.0], [-0.8, 0.4, 0.4], [0.5, -0.6, -0.2], [0.4, -1.3, -0.2], [-1.5, 0.5, 0.1], [1.6, -0.4, -0.2]], "homo_lumo_gap_ha": 0.40477, "e_lumo_ev": 0.838, "energy_ev": -17591.199, "relative_energy_kj_mol": 47.2, "smiles": "C#CCl.N#N"}


Entry 5:
{"formula": "C2H9N2O", "method": "the ωB97M-V functional and the def2-TZVPD basis", "species": ["C", "C", "N", "N", "O", "H", "H", "H", "H", "H", "H", "H", "H", "H"], "xyz": [[1.059, 0.083, -0.700], [-0.399, 0.460, -0.476], [-0.501, 1.381, 0.510], [-1.216, -1.091, 0.235], [1.563, -0.542, 0.481], [1.468, -0.519, -1.560], [1.575, 1.087, -0.713], [-1.118, 0.499, -1.281], [0.136, 1.168, 1.253], [-1.235, 1.989, 0.633], [-1.104, -0.849, 1.232], [-2.193, -1.257, -0.148], [-0.584, -1.967, 0.154], [2.549, -0.442, 0.379]], "forces_ev_per_a": [[1.9, 0.6, -0.2], [-0.7, -0.9, 0.5], [1.9, -2.1, -0.9], [1.7, -1.4, -0.5], [1.0, 0.2, 0.0], [-1.5, 0.6, 0.3], [-0.7, -0.8, -0.7], [0.5, 0.6, -0.4], [0.3, 0.7, 0.6], [-1.9, 1.3, 0.3], [-1.0, -0.2, -0.6], [1.6, 0.2, 1.1], [-1.6, 1.7, -0.3], [-1.4, -0.4, 0.6]], "total_charge": 1, "homo_lumo_gap_ha": 0.42205, "e_lumo_ev": -3.451, "energy_ev": -7240.053, "relative_energy_kj_mol": 222.2}


Entry 6:
{"formula": "C3H9NO2S2", "method": "the ωB97M-V functional and the def2-TZVPD basis", "species": ["C", "N", "S", "C", "O", "O", "S", "C", "H", "H", "H", "H", "H", "H", "H", "H", "H"], "xyz": [[-1.796, 1.456, -1.404], [-1.029, 1.438, -0.184], [0.163, 0.486, -0.244], [1.842, 1.246, -0.232], [0.202, -0.672, -1.137], [0.314, 0.057, 1.332], [-0.631, -1.123, 2.078], [0.063, -2.652, 1.443], [-1.325, 2.253, -2.084], [-1.698, 0.426, -1.913], [-2.932, 1.800, -1.246], [2.522, 0.509, 0.279], [2.240, 1.432, -1.226], [1.775, 2.095, 0.318], [0.389, -2.577, 0.395], [-0.899, -3.107, 1.677], [0.802, -3.064, 2.149]], "forces_ev_per_a": [[-1.3, 0.8, -2.0], [1.1, -0.8, -0.1], [-0.1, -0.4, 1.2], [0.3, -3.5, -0.8], [0.0, 1.1, 0.8], [0.9, -0.1, -0.1], [0.3, 1.1, -0.9], [-0.1, 0.5, 1.3], [-0.9, -1.1, 0.5], [-0.8, 1.7, 0.4], [2.6, -1.1, -0.1], [-0.8, 0.7, -0.5], [-0.5, 0.0, -0.2], [-0.2, 2.6, 1.6], [-0.6, -0.3, 0.5], [0.2, -1.4, -0.9], [0.0, 0.2, -0.6]], "homo_lumo_gap_ha": 0.35337, "e_lumo_ev": 0.665, "energy_ev": -30508.960, "relative_energy_kj_mol": 424.9, "smiles": "CN=[S@](C)(=O)OSC"}